Computed, not measured: 2 unconnected molecules or ions with the total composition C4H5NO2, with ωB97M-V/def2-TZVPD.

Each line ends with the Mulliken charge.
Element x y z (Å)
O -0.49886 2.03701 0.16477  -0.4638
C -0.06178 1.03307 -0.62017  0.2871
N 1.00643 0.55623 -1.00467  -0.4205
C -0.27670 0.36831 -1.83961  -0.2932
H 0.27024 2.35038 0.66786  0.3841
H -0.85635 -0.52465 -1.87597  0.1978
H -0.22983 0.99183 -2.68199  0.2633
C 0.25847 -1.01536 1.85358  -1.0217
C -0.15126 -1.86504 0.94258  0.8691
O -0.51580 -2.63207 0.17329  -0.3330
H 0.30250 0.00115 1.54728  0.1850
H 0.75293 -1.30087 2.67305  0.3459

Properties
* LUMO energy: 0.54 eV
* energy relative to the best compared isomer or geometry (same formula, charge and spin): 378.21 kJ/mol
* HOMO-LUMO gap: 9.793 eV
* DFT total energy: -360.525367 Ha
* SMILES: OC1=NC1.C=C=O

Computed, not measured: C4H5NO2 in the gas phase, with ωB97M-V/def2-TZVPD.

Each line ends with the Mulliken charge.
Element x y z (Å)
O -1.66815 -0.36692 0.80822  -0.4938
C -1.14309 0.18840 -0.41575  -0.5912
C 0.32551 0.15605 -0.37071  0.5161
C 1.10968 -1.07857 -0.21368  -0.2755
O 2.26815 -0.69032 0.28388  -0.2853
C 2.26046 0.61474 0.41303  0.0660
N 1.11458 1.14088 0.01537  -0.5911
H -1.11323 0.08529 1.47262  0.3375
H -1.57400 1.12072 -0.55592  0.3238
H -1.69657 -0.56953 -1.22695  0.2324
H 0.72953 -2.01576 -0.10086  0.4190
H 3.04976 1.21187 0.96211  0.3421

Properties
* LUMO energy: 0.87 eV
* energy relative to the best compared isomer or geometry (same formula, charge and spin): 230.51 kJ/mol
* HOMO-LUMO gap: 9.896 eV
* DFT total energy: -360.581623 Ha
* SMILES: OCc1cocn1

Computed, not measured: C4H5NO2 in the gas phase, with ωB97M-V/def2-TZVPD.

Each line ends with the Mulliken charge.
Element x y z (Å)
O 1.16530 -1.80549 1.09060  -0.3398
N 1.24714 -0.67675 0.68266  -0.1349
C 0.03038 -0.24209 -0.03446  0.6936
C -0.01823 1.28740 -0.03723  -0.5410
O 0.31689 1.88363 1.19490  -0.5422
C -1.05178 -1.30316 -0.11402  -0.4524
C -0.44796 -1.00473 -1.21449  -0.3810
H -1.02414 1.62454 -0.29882  0.3569
H 0.65774 1.65036 -0.83469  0.2226
H 1.20621 1.58047 1.42439  0.3513
H -1.75086 -1.93160 0.42242  0.3696
H -0.33068 -1.06259 -2.28126  0.3972

Properties
* LUMO energy: -0.07 eV
* energy relative to the best compared isomer or geometry (same formula, charge and spin): 524.88 kJ/mol
* HOMO-LUMO gap: 9.016 eV
* DFT total energy: -360.469502 Ha
* SMILES: O=NC1(CO)C=C1

Computed, not measured: C4H5NO2 in the gas phase, with ωB97M-V/def2-TZVPD.

Each line ends with the Mulliken charge.
Element x y z (Å)
O -2.34120 -0.31294 0.06723  -0.4453
N -1.50021 0.87619 0.00555  -0.6145
C -0.33374 0.46699 -0.10965  0.8583
C 0.98119 1.19412 -0.07585  -0.6809
C 1.88126 0.26223 0.03682  -0.0576
O 1.34041 -0.92408 -0.10348  -0.4055
C -0.05092 -1.00790 0.03537  -0.3319
H -3.23980 0.22588 -0.53606  0.3867
H 1.11603 2.21478 0.32553  0.3083
H 2.95246 0.24942 0.06576  0.4210
H -0.48342 -1.75686 -0.63755  0.2738
H -0.32205 -1.48784 0.92633  0.2877

Properties
* LUMO energy: 0.72 eV
* energy relative to the best compared isomer or geometry (same formula, charge and spin): 456.37 kJ/mol
* HOMO-LUMO gap: 9.418 eV
* DFT total energy: -360.495596 Ha
* SMILES: O/N=C1/C=COC1

Computed, not measured: a molecular structure, C4H5NO2, with ωB97M-V/def2-TZVPD.

Each line ends with the Mulliken charge.
Element x y z (Å)
O 1.63056 1.71708 -0.09094  -0.3017
C 2.03540 0.49818 0.12470  -0.4297
C 1.02751 -0.60364 -0.13785  0.5079
O 1.32439 -1.54167 -0.84471  -0.5142
N -0.16093 -0.46247 0.55507  -0.2062
C -1.40100 -0.95098 0.00329  -0.3675
C -1.17249 0.51270 0.18182  -0.3350
H 2.74466 1.52703 0.20995  0.7047
H -2.04109 -1.48380 0.70096  0.2393
H -1.35513 -1.36181 -1.00292  0.2393
H -0.99177 1.10973 -0.70849  0.2310
H -1.64012 1.03965 1.00911  0.2321

Properties
* LUMO energy: -0.14 eV
* energy relative to the best compared isomer or geometry (same formula, charge and spin): 541.87 kJ/mol
* HOMO-LUMO gap: 8.978 eV
* DFT total energy: -360.463033 Ha

Computed, not measured: C4H5NO2 in the gas phase, with ωB97M-V/def2-TZVPD.

Each line ends with the Mulliken charge.
Element x y z (Å)
C -1.06768 1.47324 0.33899  -0.2407
N -0.40936 0.52581 0.85633  -0.4481
C 0.97923 0.49421 0.56381  -0.0527
C 1.37543 -0.36441 -0.37344  -0.3831
O 0.47983 -1.14463 -1.07425  -0.3653
C -0.61143 -1.66532 -0.41900  0.2423
O -1.67688 -1.73754 -0.95079  -0.4575
H -2.15331 1.40220 0.31844  0.2738
H -0.59037 2.33192 -0.14347  0.2782
H 1.66515 1.17559 1.05905  0.3918
H 2.38677 -0.43024 -0.75587  0.4114
H -0.37737 -2.06082 0.58019  0.3499

Properties
* LUMO energy: 0.56 eV
* energy relative to the best compared isomer or geometry (same formula, charge and spin): 220.44 kJ/mol
* HOMO-LUMO gap: 9.739 eV
* DFT total energy: -360.585458 Ha
* SMILES: C=N/C=C\OC=O

Computed, not measured: C4H5NO2 in the gas phase, with ωB97M-V/def2-TZVPD.

Each line ends with the Mulliken charge.
Element x y z (Å)
O 0.97424 2.30327 0.62499  -0.6137
C 0.53002 1.20511 0.36277  0.1877
N 1.22936 0.13305 -0.11515  -0.1278
C 0.44013 -1.05343 -0.39795  -0.5802
C -0.98633 -0.56391 -0.18621  -0.0860
O -1.23561 -0.35681 1.19474  -0.4160
C -0.92706 0.77905 0.39023  0.0211
H 2.21263 0.21280 -0.32163  0.1962
H 0.64143 -1.84781 0.33110  0.2267
H 0.62378 -1.44068 -1.40421  0.3305
H -1.80774 -0.91337 -0.80673  0.4394
H -1.69486 1.54274 0.32805  0.4221

Properties
* LUMO energy: 0.84 eV
* energy relative to the best compared isomer or geometry (same formula, charge and spin): 113.59 kJ/mol
* HOMO-LUMO gap: 10.608 eV
* DFT total energy: -360.626155 Ha
* SMILES: O=C1NC[C@H]2O[C@@H]12

Computed, not measured: C4H5NO2 in the gas phase, with ωB97M-V/def2-TZVPD.

Each line ends with the Mulliken charge.
Element x y z (Å)
H 0.01389 0.97655 -2.06201  0.2524
N -0.36245 1.02437 -1.11944  -0.6100
C -0.06823 -0.00820 -0.44529  0.6062
C 0.84657 -1.12772 -0.85414  -1.2137
C -0.59278 -0.01161 0.94931  -0.0725
O -1.76212 0.89699 1.13915  -0.3440
C -0.59904 1.28150 1.62199  0.5273
O -0.12000 2.19317 2.22449  -0.5227
H 0.93721 -1.17538 -1.93330  0.3609
H 1.84139 -0.93873 -0.45453  0.2823
H 0.55719 -2.12089 -0.51699  0.3495
H -0.70388 -0.97031 1.45850  0.3843

Properties
* LUMO energy: 0.66 eV
* energy relative to the best compared isomer or geometry (same formula, charge and spin): 194.33 kJ/mol
* HOMO-LUMO gap: 10.958 eV
* DFT total energy: -360.595404 Ha
* SMILES: [H]/N=C(\C)[C@@H]1OC1=O

Computed, not measured: C4H5NO2 in the gas phase, with ωB97M-V/def2-TZVPD.

Each line ends with the Mulliken charge.
Element x y z (Å)
O -2.28757 -1.18068 1.82843  -0.4062
C -1.74089 -0.57843 0.94540  -0.0220
C -0.31614 -0.02418 1.08978  0.5929
O 0.35162 -0.16430 2.08423  -0.5073
N 0.05946 0.67781 -0.04880  -0.2119
C 0.39683 -0.05561 -1.25701  -0.3914
C 1.42806 0.70744 -0.48779  -0.3802
H -2.21824 -0.40093 -0.03967  0.3306
H -0.04869 0.34126 -2.16598  0.2452
H 0.45861 -1.14107 -1.19941  0.2764
H 2.13463 0.16732 0.14211  0.2441
H 1.78232 1.65136 -0.89130  0.2297

Properties
* LUMO energy: -0.31 eV
* energy relative to the best compared isomer or geometry (same formula, charge and spin): 199.88 kJ/mol
* HOMO-LUMO gap: 9.680 eV
* DFT total energy: -360.593290 Ha
* SMILES: O=CC(=O)N1CC1

Computed, not measured: C4H5NO2 in the gas phase, with ωB97M-V/def2-TZVPD.

Each line ends with the Mulliken charge.
Element x y z (Å)
C 0.50466 -1.61252 0.03570  -1.1138
C -0.19513 -0.29615 -0.03716  0.3558
C -1.02615 0.22737 0.87420  -0.1386
O -1.19432 1.55879 0.71830  -0.3978
C -0.06739 2.01938 -0.37975  0.3605
O 0.03431 3.11005 -0.85702  -0.4646
N 0.22491 0.73431 -0.88275  -0.0900
H 0.22994 -2.30380 -0.76490  0.2743
H 1.59465 -1.47729 0.01181  0.3248
H 0.25858 -2.08596 0.99187  0.3064
H -1.34925 -0.31365 1.76661  0.3236
H 1.00755 0.51612 -1.49007  0.2592

Properties
* LUMO energy: 0.62 eV
* energy relative to the best compared isomer or geometry (same formula, charge and spin): 108.10 kJ/mol
* HOMO-LUMO gap: 9.056 eV
* DFT total energy: -360.628246 Ha
* SMILES: Cc1coc(=O)[nH]1